Density functional theory data (the ωB97M-V functional and the def2-TZVPD basis) for one molecule with the formula CH7OP3 at a distorted geometry.

Each atom is followed by the atoms it is bonded to, with distances in Å.
Geometry (Å):
1 C 1.1885 0.4514 -1.3629  O2 1.420, H6 1.143, H7 1.166, H8 1.078
2 O 0.1553 -0.2829 -0.7223  C1 1.420, P3 1.919
3 P -0.0808 0.2118 1.1172  O2 1.919, P4 2.124, P5 2.235
4 P -2.0016 -0.6940 1.1006  P3 2.124, H9 1.364, H10 1.301
5 P -0.4142 2.4038 0.8396  P3 2.235, H11 1.378, H12 1.322
6 H 1.1411 1.5899 -1.2734  C1 1.143
7 H 1.1019 0.2723 -2.5119  C1 1.166
8 H 2.0703 -0.1349 -1.1591  C1 1.078
9 H -2.7708 0.3152 0.5992  P4 1.364
10 H -2.1894 -0.2912 2.3239  P4 1.301
11 H 0.8825 2.6194 1.2527  P5 1.378
12 H -1.0026 2.4404 2.0230  P5 1.322

Summary:
total charge: 0
energy relative to the best compared isomer or geometry (same formula, charge and spin): 0.754 eV
HOMO energy: -8.738 eV
Kohn-Sham gap: 9.3 eV
SMILES: COP(P)#[PH2]